{"formula": "C21H80InN34O19P2S", "method": "ωB97M-V with the def2-TZVPD basis set", "symbols": ["O", "H", "H", "H", "H", "O", "H", "H", "H", "H", "H", "H", "N", "H", "H", "C", "N", "H", "C", "N", "H", "C", "H", "O", "C", "N", "C", "H", "H", "H", "C", "H", "O", "H", "O", "N", "H", "H", "N", "O", "N", "H", "S", "N", "H", "H", "N", "H", "N", "N", "O", "C", "H", "O", "H", "H", "H", "H", "N", "O", "N", "N", "H", "N", "N", "H", "H", "H", "H", "H", "O", "H", "H", "H", "O", "H", "C", "N", "N", "N", "C", "H", "C", "H", "N", "P", "H", "N", "H", "H", "H", "H", "H", "H", "H", "H", "N", "H", "H", "H", "H", "H", "H", "O", "H", "C", "P", "N", "C", "N", "C", "N", "H", "H", "N", "H", "N", "C", "N", "O", "H", "O", "H", "C", "N", "O", "H", "H", "N", "H", "H", "H", "O", "O", "H", "O", "H", "N", "H", "C", "C", "H", "H", "N", "N", "H", "C", "O", "H", "C", "H", "H", "In", "H", "N", "H", "C", "C"], "coordinates": [[1.185, 9.284, -0.063], [-3.013, -0.933, -1.134], [-2.603, 4.390, -1.281], [5.352, -6.032, -0.908], [-1.546, 6.474, -1.692], [4.734, -9.043, -6.708], [-5.158, -2.493, 1.112], [0.799, -4.076, 8.362], [1.255, -0.062, -1.007], [-3.549, -2.403, 0.487], [-0.570, 5.884, 3.313], [2.963, 17.584, -3.780], [0.863, -2.078, 6.796], [-2.337, -7.277, 1.028], [-6.883, -8.168, -2.139], [-4.971, 6.664, 2.708], [-6.461, -8.729, -2.862], [-2.635, 1.681, 5.932], [-5.542, -8.107, -3.656], [-3.769, 7.226, 2.994], [8.576, -2.909, -2.485], [2.743, 13.343, -0.586], [-4.294, -8.450, -5.226], [-6.095, -0.668, -0.342], [4.161, -4.313, -1.103], [7.916, -3.610, -2.761], [-1.402, 5.399, 0.106], [5.632, -5.050, -2.304], [2.594, 14.427, -2.383], [10.164, -3.993, -3.887], [0.696, -3.361, 6.392], [3.682, -5.407, 0.609], [-2.788, -4.925, 0.349], [-0.284, 16.573, -2.818], [-2.127, 6.436, 5.044], [-2.197, 4.395, -0.365], [-1.098, -5.553, -0.791], [7.067, -9.013, -7.557], [-7.797, -8.328, 1.549], [1.590, -0.188, 1.405], [-0.171, -5.915, -0.968], [-2.384, 3.627, 0.256], [-2.162, 4.092, 9.017], [0.920, 0.058, -1.952], [0.575, 4.430, 8.568], [1.024, -1.038, 3.681], [-3.205, -7.146, 0.524], [-2.932, 3.313, 3.374], [-0.635, -0.422, -3.598], [-4.687, -5.753, -0.564], [7.335, -5.458, -3.908], [-8.006, -7.377, 0.591], [-4.955, 7.474, 0.761], [-0.220, -6.991, 1.018], [0.844, -2.697, 3.231], [1.403, 0.688, -2.562], [-0.100, 2.256, 8.625], [2.717, 1.768, 6.401], [-1.173, 6.431, -0.764], [-0.762, -1.398, -1.552], [5.336, -7.156, -5.600], [1.377, -2.343, 0.766], [2.066, 16.490, -2.787], [3.496, -4.597, 0.049], [9.457, -4.664, -4.118], [4.416, -7.084, -5.209], [-6.331, 6.518, 1.187], [0.300, -5.674, -1.821], [6.025, -6.461, -5.360], [2.124, -6.937, -1.141], [3.923, -3.329, -1.785], [-4.197, 0.142, -1.787], [-4.933, -4.833, -0.883], [7.557, -7.579, -6.725], [-0.925, 5.378, 1.226], [-1.073, 17.722, -3.839], [1.367, 2.580, 4.885], [6.849, -8.255, -6.940], [0.692, -4.300, 7.392], [-5.447, 6.920, 1.435], [-2.225, 2.124, 5.028], [2.075, -7.757, 0.385], [1.347, -1.350, 1.709], [1.756, 7.445, 1.498], [-0.226, 17.315, -3.489], [-0.467, 3.550, 8.164], [-0.589, 7.181, -0.435], [2.974, 14.385, -1.456], [-3.781, -7.940, 0.321], [2.776, -3.958, 0.347], [-7.755, -5.828, 1.972], [-5.298, -6.519, -0.774], [-3.353, 7.067, 3.923], [2.113, 3.379, 4.896], [-4.149, 2.177, 4.013], [-5.204, -9.849, -4.778], [1.944, 12.350, -1.076], [-3.264, 7.786, 2.335], [2.465, -9.954, -4.948], [1.177, -3.306, 0.959], [-7.609, -8.115, 2.510], [0.865, -1.363, 6.088], [3.347, 7.158, 0.883], [3.219, 13.320, 0.529], [3.906, -6.736, -4.701], [-3.517, -5.880, 0.123], [-0.779, 5.832, 4.708], [-4.497, -2.069, 0.489], [-3.348, 2.862, 4.270], [1.635, -7.166, -0.294], [-0.194, -0.638, -2.318], [1.891, -9.234, -4.554], [3.558, 15.132, -1.130], [0.959, -9.458, -4.259], [1.047, -1.747, 2.970], [-1.453, -0.922, -3.892], [-3.962, -0.589, -1.144], [8.188, -4.625, -3.617], [2.081, 17.235, -3.455], [1.032, 0.665, 6.155], [0.570, -5.257, 7.121], [1.579, -7.084, -3.909], [-7.838, -9.287, 1.260], [0.372, -6.711, -0.015], [-7.942, -6.089, 1.022], [0.563, -3.673, 5.216], [-3.754, 3.681, 4.852], [9.680, -5.410, -4.749], [5.130, -5.219, -1.450], [-6.728, -9.689, -2.958], [1.548, 12.361, -1.997], [1.600, -2.067, -0.174], [-5.245, -6.937, -3.497], [-5.603, 5.982, 3.495], [1.745, 11.566, -0.470], [0.997, 18.726, -4.775], [4.185, -8.362, -5.210], [-4.975, -8.885, -4.632], [-1.875, 1.325, 4.379], [0.952, 17.822, -3.963], [1.753, 1.592, 5.885], [1.328, 2.157, 3.887], [6.983, -3.572, -2.390], [3.268, 8.945, -0.909], [2.488, 7.673, 0.847], [0.983, -1.805, 7.752], [2.302, -7.940, -4.390], [-8.231, -7.663, -0.578], [-8.087, -5.367, 0.340], [-4.942, -1.074, -0.329], [3.122, 9.678, -1.577], [4.143, 8.457, -0.905], [-0.581, 3.469, 5.618], [-0.185, 0.198, -4.243], [3.576, -7.676, -4.804], [0.253, 6.633, 5.294], [2.246, 8.673, -0.041], [5.578, -8.205, -6.432]], "forces_ev_per_a": [[0.005, 0.188, -0.231], [0.020, -0.011, 0.032], [-0.022, 0.043, 0.014], [-0.001, 0.005, 0.014], [-0.035, -0.044, 0.017], [-0.450, -0.951, -0.039], [0.033, 0.054, 0.051], [-0.026, 0.063, -0.014], [-0.089, 0.224, 0.131], [-0.032, -0.122, -0.016], [0.546, 0.151, 0.136], [-0.022, 0.025, -0.007], [0.007, -0.365, -0.310], [0.094, 0.135, -0.202], [-0.319, -0.105, 0.050], [0.356, 0.130, 0.083], [0.157, 0.091, 0.067], [0.044, -0.147, 0.131], [-0.113, -0.110, 0.118], [-0.249, 0.108, 0.382], [0.031, -0.018, -0.033], [-0.131, -0.136, -0.029], [-0.005, 0.018, 0.023], [0.043, -0.064, -0.025], [-0.172, -0.076, 0.317], [-0.081, 0.061, 0.078], [-0.135, -0.153, -0.019], [-0.045, -0.341, -0.119], [0.079, -0.168, -0.037], [-0.036, 0.025, 0.026], [0.065, 0.258, 0.190], [-0.042, -0.002, -0.061], [0.215, 0.265, -0.044], [0.026, 0.028, 0.026], [0.119, 0.168, 0.117], [0.048, -0.099, 0.024], [0.028, 0.171, 0.157], [0.044, -0.037, -0.021], [-0.001, -0.119, -0.056], [0.026, 0.064, -0.227], [-0.094, 0.070, -0.017], [-0.029, 0.041, 0.022], [-0.318, 0.086, 0.248], [0.016, -0.183, 0.084], [0.208, -0.534, 0.148], [-0.079, 0.030, -0.015], [0.127, -0.060, 0.306], [-0.144, 0.034, -0.345], [-0.135, -0.024, -0.033], [-0.081, 0.208, 0.301], [0.002, -0.124, -0.172], [0.037, 0.230, 0.190], [0.056, -0.004, 0.035], [0.159, -0.395, 0.303], [-0.060, 0.057, 0.199], [-0.018, -0.015, -0.027], [0.497, 0.341, 0.034], [-0.015, -0.162, 0.381], [0.139, 0.199, 0.043], [-0.330, -0.130, -0.028], [7.547, 1.743, -3.646], [0.404, -0.163, -0.067], [-0.082, 0.091, 0.107], [0.032, 0.120, -0.032], [-0.056, -0.133, -0.102], [7.237, 1.341, -6.103], [0.020, -0.031, 0.031], [0.042, -0.130, -0.032], [0.684, -0.269, -0.259], [-0.133, 0.012, -0.085], [0.108, 0.047, -0.104], [-0.107, 0.014, 0.068], [0.051, -0.024, -0.092], [-0.134, 0.065, 0.085], [0.154, 0.071, -0.149], [0.013, 0.010, 0.000], [1.168, 0.752, 0.487], [-0.031, -0.465, -0.285], [0.013, -0.211, -0.025], [-0.179, -0.011, -0.175], [-0.286, 0.652, -0.111], [-0.087, -0.047, 0.000], [-0.050, -0.048, 0.196], [0.003, -0.058, -0.024], [-0.058, -0.038, -0.019], [-0.356, 0.205, -0.258], [-0.029, 0.044, -0.048], [-0.045, 0.262, -0.095], [-0.051, 0.057, -0.083], [0.313, 0.046, -0.013], [0.048, -0.014, -0.009], [0.083, -0.020, -0.180], [0.132, -0.232, -0.379], [0.115, 0.026, -0.266], [-0.257, -0.047, -0.219], [-0.036, 0.008, 0.032], [0.101, -0.200, 0.138], [-0.031, -0.061, -0.073], [0.133, 0.043, -0.137], [-0.554, 0.106, 0.089], [0.014, 0.046, -0.014], [-0.027, 0.251, 0.304], [-0.005, -0.008, -0.024], [0.077, 0.069, -0.002], [-5.206, 2.201, 4.834], [-0.333, -0.351, -0.192], [-0.839, 0.008, 0.727], [-0.218, -0.191, 0.153], [0.633, 0.032, 0.441], [0.179, -0.222, 0.187], [0.315, 0.303, 0.066], [0.092, 0.131, 0.062], [0.043, -0.058, 0.033], [-0.008, 0.065, 0.024], [0.128, 0.077, -0.211], [0.027, -0.036, 0.006], [0.192, 0.236, -0.338], [0.014, 0.174, 0.146], [0.122, -0.073, -0.050], [-0.130, -1.732, 0.678], [-0.019, 0.021, -0.018], [0.036, 0.133, 0.171], [-0.014, 0.010, 0.000], [-0.185, 0.346, -0.475], [-0.120, -0.004, -0.086], [0.009, -0.180, -0.075], [-0.198, 0.127, 0.110], [0.013, 0.000, 0.021], [0.172, 0.074, -0.190], [-0.004, 0.010, -0.034], [-0.036, 0.036, 0.021], [-0.179, -0.140, -0.071], [0.076, 0.046, -0.100], [-0.183, 0.003, -0.109], [-0.132, -0.025, -0.061], [0.017, 0.010, -0.018], [-1.376, -1.591, 0.364], [0.071, 0.029, -0.089], [0.378, -0.160, 0.147], [-0.048, -0.008, 0.034], [-0.304, 1.369, -1.066], [-0.546, -0.101, -0.139], [0.026, 0.207, 0.073], [-0.095, 0.089, -0.128], [-0.185, 0.060, 0.058], [-0.046, 0.076, -0.019], [-0.917, -0.188, 0.178], [0.162, -0.142, -0.083], [0.031, 0.007, 0.013], [0.261, -0.116, -0.004], [0.033, 0.027, 0.035], [-0.005, -0.005, 0.058], [-0.302, -0.873, -0.630], [0.037, 0.000, 0.034], [-9.487, -4.121, 5.054], [0.176, -0.055, -0.516], [0.176, -0.266, 0.204], [1.874, 1.996, -0.003]], "homo_energy_ev": -4.2651, "total_charge": -1, "total_energy_ha": -5411.0170}

{"formula": "C3H9NO2", "method": "ωB97M-V with the def2-TZVPD basis set", "symbols": ["H", "H", "H", "H", "N", "H", "C", "H", "O", "H", "C", "O", "C", "H", "H"], "coordinates": [[1.106, -3.120, 0.845], [-2.309, -1.228, -1.767], [-0.638, -0.561, -3.382], [-1.617, 4.257, 5.382], [0.752, 0.163, -2.038], [2.740, 0.006, -1.959], [-1.484, -0.599, -1.468], [-0.471, 4.134, 4.287], [0.989, -2.203, 1.115], [1.877, -1.555, -1.532], [-0.463, -0.495, -2.315], [-1.207, 3.696, 4.713], [1.787, -0.511, -1.840], [0.446, -1.800, 0.429], [-1.507, -0.183, -0.470]], "forces_ev_per_a": [[-0.075, 0.075, 0.007], [-0.399, 0.452, -0.128], [0.228, -0.872, -0.094], [0.443, 0.183, -0.298], [-0.505, -0.114, -1.245], [0.040, 0.074, 0.548], [0.015, -0.766, -0.022], [-0.007, 0.426, 0.237], [0.074, -0.017, -0.050], [-0.465, -0.235, -0.439], [-0.373, 1.348, 0.935], [-0.438, -0.609, 0.060], [1.189, 0.341, 0.343], [-0.062, -0.061, 0.015], [0.335, -0.226, 0.129]], "homo_energy_ev": -9.0607, "smiles": "C=CN=C.O.O", "total_energy_ha": -324.8611}

Number 1: M 1321.923 g mol⁻¹. Number 2: M 91.110 g mol⁻¹.